## one
The following is a DFT calculation (wB97M-V/def2-TZVPD) of a cluster of 2 separate species, C7H12O3 in total.

Computed properties:
Lowest unoccupied orbital energy: -1.689 eV
HOMO: -6.6 eV
Orbital gap: 0.1791 hartree
Total charge: 0

Positions of all 22 atoms, in Å:
C: -4.343 3.905 3.961
C: -3.783 3.359 2.724
C: -2.466 3.680 2.126
C: -2.282 2.584 1.104
C: -3.632 1.973 0.887
O: -4.428 2.498 2.066
C: -1.108 2.089 0.683
C: -0.946 0.947 -0.287
O: -0.006 0.019 0.161
H: -5.385 3.602 4.097
H: -4.229 4.998 3.957
H: -3.724 3.527 4.791
H: -1.686 3.757 2.895
H: -2.562 4.686 1.676
H: -3.683 0.881 0.951
H: -4.172 2.328 0.000
H: -0.193 2.637 0.932
H: -0.610 1.357 -1.255
H: -1.926 0.466 -0.471
H: -0.338 -0.389 1.075
O: -0.849 -0.587 2.422
H: -0.496 0.006 3.091

***

## two
The following is a DFT calculation (wB97M-V/def2-TZVPD) of a cluster of 3 separate species, C7H12O3 in total.

Computed properties:
Lowest unoccupied orbital energy: 0.309 eV
HOMO: -6.4 eV
Orbital gap: 0.2463 hartree
Total charge: 0

Positions of all 22 atoms, in Å:
C: -0.324 -0.790 0.311
C: -0.275 0.224 -0.614
C: 0.881 0.519 -1.505
C: 1.603 1.243 1.597
C: -1.172 -1.702 -1.960
C: 0.164 1.081 1.274
C: -0.881 1.658 1.841
O: -2.134 -2.533 -1.384
O: 0.727 -1.575 0.538
O: -0.907 -1.836 -3.132
H: -2.469 -3.133 -2.083
H: 0.487 -2.294 1.134
H: -1.260 -1.038 0.792
H: -1.208 0.737 -0.782
H: 0.632 0.146 -2.501
H: 1.057 1.594 -1.567
H: 1.788 0.019 -1.170
H: 2.138 1.730 0.778
H: 1.741 1.848 2.500
H: 2.082 0.273 1.754
H: -0.771 2.374 2.657
H: -1.899 1.455 1.523

***

Relative energies with respect to the most stable structure, expressed in hartree: one 0.0000; two 0.0276.

***

## one
The following is a DFT calculation (wB97M-V/def2-TZVPD) of a cluster of 2 separate species, C2H4N4S in total.

Computed properties:
Lowest unoccupied orbital energy: -1.941 eV
HOMO: -9.4 eV
Orbital gap: 0.2743 hartree
Total charge: 0

Positions of all 11 atoms, in Å:
C: -2.160 -0.733 -0.009
C: 1.869 0.773 -0.376
N: -2.176 0.212 0.931
N: -1.012 -0.671 -0.648
N: -1.088 0.910 0.800
N: -0.425 0.448 -0.194
S: 2.468 -0.233 0.818
H: -3.088 -1.393 -0.274
H: 1.601 0.421 -1.303
H: 1.569 1.717 0.041
H: 2.441 -1.450 0.213

***

## two
The following is a DFT calculation (wB97M-V/def2-TZVPD) of the molecule C2H4N4S.

Computed properties:
Lowest unoccupied orbital energy (alpha / beta): -0.866 / -0.871 eV
HOMO (alpha / beta): -7.9 / -7.9 eV
Orbital gap (alpha / beta): 0.2587 / 0.2584 hartree
Total charge: 0

Positions of all 11 atoms, in Å:
C: 0.862 -1.849 -0.014
C: 1.313 -0.523 -0.194
N: -0.419 -2.013 0.011
N: -1.105 -0.951 -0.063
N: 0.349 0.355 -0.421
N: 0.195 1.590 -0.056
S: 2.949 -0.087 0.033
H: 1.339 -2.760 0.241
H: -2.069 -0.969 -0.355
H: -0.704 1.968 -0.183
H: 0.692 1.831 0.763

***

Relative energies with respect to the most stable structure, expressed in hartree: one 0.0000; two 0.0022.

***

## one
The following is a DFT calculation (wB97M-V/def2-TZVPD) of a cluster of 2 separate species, F2H4NPSi in total.

Computed properties:
Lowest unoccupied orbital energy: -0.716 eV
HOMO: -10.0 eV
Orbital gap: 0.3419 hartree
Total charge: 0

Positions of all 9 atoms, in Å:
N: -1.293 0.572 0.227
F: -2.747 -2.050 0.190
F: -3.603 0.980 0.476
Si: 0.322 -0.149 -0.300
P: -2.621 0.284 -0.604
H: -1.366 0.967 1.165
H: 1.187 0.223 0.885
H: 0.583 0.723 -1.423
H: 0.080 -1.584 -0.849

***

## two
The following is a DFT calculation (wB97M-V/def2-TZVPD) of a cluster of 2 separate species, F2H4NPSi in total.

Computed properties:
Lowest unoccupied orbital energy (alpha / beta): -0.390 / -2.433 eV
HOMO (alpha / beta): -10.8 / -8.0 eV
Orbital gap (alpha / beta): 0.3827 / 0.2037 hartree
Total charge: 0

Positions of all 9 atoms, in Å:
N: 0.213 -1.095 0.398
F: 2.188 -0.140 4.281
F: 0.106 -1.389 4.449
Si: -0.452 0.146 -0.437
P: 1.352 -1.273 3.463
H: 0.273 -1.971 0.055
H: -0.800 1.189 0.385
H: -1.365 -0.188 -1.575
H: 0.374 1.125 -1.205

***

## three
The following is a DFT calculation (wB97M-V/def2-TZVPD) of a structure of composition F2H4NPSi.

Computed properties:
Lowest unoccupied orbital energy: -0.576 eV
HOMO: -9.6 eV
Orbital gap: 0.3311 hartree
Total charge: 0

Positions of all 9 atoms, in Å:
N: -0.567 0.540 0.726
F: -1.660 1.230 3.273
F: -3.267 0.013 2.066
Si: 0.146 -0.535 -0.344
P: -1.745 -0.197 2.537
H: 0.145 0.928 1.329
H: 1.491 -1.015 0.117
H: 0.508 -0.379 -1.814
H: -0.955 -1.521 -0.559

***

Relative energies with respect to the most stable structure, expressed in hartree: one 0.0166; two 0.0927; three 0.0000.

***

## one
The following is a DFT calculation (wB97M-V/def2-TZVPD) of a cluster of 2 separate species, C3H5FO in total.

Computed properties:
Lowest unoccupied orbital energy (alpha / beta): -1.237 / -1.476 eV
HOMO (alpha / beta): -10.6 / -9.5 eV
Orbital gap (alpha / beta): 0.3441 / 0.2941 hartree
Total charge: 0

Positions of all 10 atoms, in Å:
C: 0.407 0.081 -0.757
C: 0.793 -1.384 -1.164
C: -0.189 0.451 0.524
O: 1.812 -1.495 -1.853
F: 1.532 -2.043 -3.505
H: 1.054 0.860 -1.217
H: 0.365 -2.324 -0.662
H: -1.164 0.379 0.227
H: 0.122 -0.354 1.318
H: 0.085 1.510 0.887

***

## two
The following is a DFT calculation (wB97M-V/def2-TZVPD) of a structure of composition C3H5FO.

Computed properties:
Lowest unoccupied orbital energy: 0.495 eV
HOMO: -9.8 eV
Orbital gap: 0.3787 hartree
Total charge: 0

Positions of all 10 atoms, in Å:
C: 1.212 -0.786 0.530
C: -0.195 -0.680 -0.159
C: -0.839 0.766 0.184
H: 0.760 -1.215 1.649
H: 1.481 0.802 0.410
H: 2.197 -1.596 -0.109
H: -1.621 0.916 0.843
H: -1.121 1.013 -0.864
O: -0.712 -1.346 -1.130
F: 0.326 1.673 0.420

***

Relative energies with respect to the most stable structure, expressed in hartree: one 0.0114; two 0.0000.

***

## one
The following is a DFT calculation (wB97M-V/def2-TZVPD) of a structure of composition C3H5FO.

Computed properties:
Lowest unoccupied orbital energy (alpha / beta): 0.856 / 0.958 eV
HOMO (alpha / beta): -7.8 / -7.9 eV
Orbital gap (alpha / beta): 0.3199 / 0.3240 hartree
Total charge: 0

Positions of all 10 atoms, in Å:
C: -0.613 -0.458 0.610
C: -2.230 0.028 -0.510
C: 0.715 -0.197 0.017
O: -1.607 -1.148 -0.142
F: -3.258 0.462 0.227
H: -0.876 -0.182 1.616
H: -1.853 0.719 -1.243
H: 1.077 0.796 0.280
H: 0.680 -0.298 -1.065
H: 1.425 -0.934 0.399

***

## two
The following is a DFT calculation (wB97M-V/def2-TZVPD) of the molecule C3H5FO.

Computed properties:
Lowest unoccupied orbital energy: 1.045 eV
HOMO: -8.5 eV
Orbital gap: 0.3517 hartree
Total charge: 0
SMILES string: CO/C=C/F

Positions of all 10 atoms, in Å:
C: 1.624 0.842 1.465
C: 0.246 -0.166 -0.235
C: -1.014 -0.234 -0.700
H: 1.641 0.459 2.483
H: 1.831 1.876 1.425
H: 2.314 0.254 0.889
H: 1.166 -0.804 -0.423
H: -1.696 0.485 -0.353
O: 0.360 0.596 0.902
F: -1.475 -1.077 -1.602

***

Relative energies with respect to the most stable structure, expressed in hartree: one 0.0652; two 0.0000.

***

## one
The following is a DFT calculation (wB97M-V/def2-TZVPD) of the molecule C4H6S2.

Computed properties:
Lowest unoccupied orbital energy: -0.209 eV
HOMO: -8.8 eV
Orbital gap: 0.3159 hartree
Total charge: 0
SMILES string: C=CCC(=S)S

Positions of all 12 atoms, in Å:
C: -1.465 0.011 0.098
C: -0.247 -0.482 0.872
C: 1.070 -0.351 0.131
C: 1.240 -0.077 -1.160
H: -0.418 2.063 0.388
H: -0.174 0.055 1.805
H: -0.401 -1.515 1.133
H: 1.938 -0.560 0.778
H: 2.250 -0.054 -1.606
H: 0.415 0.151 -1.831
S: -1.585 1.735 -0.157
S: -2.623 -0.975 -0.450

***

## two
The following is a DFT calculation (wB97M-V/def2-TZVPD) of the molecule C4H6S2.

Computed properties:
Lowest unoccupied orbital energy: -0.004 eV
HOMO: -8.1 eV
Orbital gap: 0.2991 hartree
Total charge: 0
SMILES string: CC(=C=S)CS

Positions of all 12 atoms, in Å:
C: -0.602 -0.200 -0.876
C: -0.781 -0.529 1.351
C: -0.102 0.070 0.450
C: 1.036 1.121 0.494
S: 0.576 -1.326 -1.746
S: -1.730 -1.069 2.426
H: -1.545 -0.703 -0.961
H: -0.692 0.767 -1.458
H: 0.088 -2.452 -1.199
H: 0.725 2.048 -0.195
H: 2.017 0.654 0.237
H: 1.012 1.619 1.476

***

Relative energies with respect to the most stable structure, expressed in hartree: one 0.0000; two 0.0311.

***

## one
The following is a DFT calculation (wB97M-V/def2-TZVPD) of the molecule C4H7ClO2S.

Computed properties:
Lowest unoccupied orbital energy: 0.489 eV
HOMO: -8.5 eV
Orbital gap: 0.3298 hartree
Total charge: 0

Positions of all 15 atoms, in Å:
C: -0.110 -0.432 0.346
C: 0.333 0.639 1.799
C: -0.445 -0.834 -1.969
C: -0.526 0.197 -0.909
O: 2.516 -0.990 1.255
O: -0.221 1.842 1.587
S: 1.670 0.036 0.698
Cl: 0.157 -0.160 3.350
H: -0.530 -1.388 0.583
H: 0.478 -1.279 -1.906
H: -0.433 -0.215 -2.836
H: -1.288 -1.503 -2.118
H: -1.554 0.436 -1.064
H: -0.081 1.172 -1.115
H: 0.034 2.480 2.299

***

## two
The following is a DFT calculation (wB97M-V/def2-TZVPD) of a cluster of 2 separate species, C4H7ClO2S in total.

Computed properties:
Lowest unoccupied orbital energy (alpha / beta): -1.036 / -1.035 eV
HOMO (alpha / beta): -9.2 / -9.2 eV
Orbital gap (alpha / beta): 0.2998 / 0.2999 hartree
Total charge: 0

Positions of all 15 atoms, in Å:
C: 2.012 -0.429 0.086
C: -2.156 0.657 0.478
C: -0.039 -0.463 0.710
C: -0.660 0.837 0.165
O: 3.321 -0.949 -2.301
O: 1.223 -2.085 -1.822
S: 2.102 -0.978 -1.511
Cl: 2.912 0.974 0.381
H: -2.554 -0.050 -0.260
H: -2.793 1.552 0.679
H: -2.214 0.099 1.552
H: -0.074 -0.496 1.849
H: -0.384 -1.371 0.099
H: -0.152 1.680 0.783
H: -0.547 1.021 -0.887

***

Relative energies with respect to the most stable structure, expressed in hartree: one 0.0000; two 0.0604.